[1]
This record from OMol25 describes C33H57BeN3O4Si as an isolated structure in a non-equilibrium geometry. The level of theory is wB97M-V/def2-TZVPD.

Last column: Mulliken charge in e.
Atoms and positions in Å:
O: -1.88027 1.03093 2.48481  -0.46
O: -3.68264 3.24569 -1.58749  -0.12
C: -1.99087 1.42082 3.89049  -0.47
C: -0.68931 2.04695 4.29737  -0.95
H: -2.26179 0.48048 4.38658  0.36
H: -2.85612 2.10715 3.87761  0.45
H: 0.11969 1.59722 3.70593  0.06
H: -0.52809 1.86756 5.35352  0.43
H: -0.75199 3.11235 4.05085  0.35
C: -1.63229 2.16935 1.59080  1.09
C: -2.47072 3.44972 1.76018  -1.35
H: -1.82590 1.83394 0.55830  -0.76
H: -0.56567 2.47938 1.64073  0.14
H: -3.41550 3.44340 1.19589  0.15
H: -1.89492 4.25853 1.29156  0.37
H: -2.66070 3.81542 2.77620  0.45
C: -3.29868 3.57486 -2.92831  0.05
C: -4.95280 2.68675 -1.45173  -0.17
C: -1.90970 4.18049 -2.97495  -1.11
H: -4.03490 4.31724 -3.27564  0.35
H: -3.34942 2.69520 -3.60272  0.04
H: -1.85791 5.07802 -2.34958  0.34
H: -1.69356 4.47045 -4.00767  0.39
H: -1.13999 3.47721 -2.65117  0.20
C: -6.03783 3.73853 -1.53638  -1.43
H: -4.96869 2.22484 -0.45672  0.37
H: -5.14385 1.90386 -2.20561  0.19
H: -5.88638 4.52838 -0.79398  0.28
H: -6.98845 3.24830 -1.32922  0.43
H: -6.09174 4.17792 -2.53610  0.36
H: 0.33641 0.29136 -2.01188  -0.61
N: 1.43566 -1.95972 1.66511  2.09
C: 1.56101 -3.28795 1.51503  1.41
C: 1.65459 -3.88050 0.25527  -1.76
C: 2.10171 -3.24205 -0.91080  1.44
C: 1.59476 -4.16009 2.73707  -1.67
H: 0.66111 -4.07520 3.30998  0.24
H: 2.43883 -3.89918 3.39367  0.28
H: 1.71804 -5.19363 2.39915  0.52
C: 2.33778 -4.08828 -2.14066  -1.63
H: 3.39670 -4.08461 -2.44647  0.23
H: 1.73597 -3.75997 -3.00208  0.17
H: 2.05065 -5.12139 -1.89914  0.48
N: 2.34844 -1.92761 -0.88655  2.15
C: 1.31232 -1.33314 2.93837  -1.24
C: 0.13892 -1.49064 3.69526  1.27
C: -1.10532 -2.03848 3.06690  -1.23
C: 0.17603 -1.14756 5.04728  -0.85
H: -0.71874 -1.33807 5.63844  0.40
C: 1.33202 -0.58243 5.59806  -1.03
H: 1.32733 -0.34101 6.66093  0.41
C: 2.44251 -0.31249 4.80086  -0.99
H: 3.33426 0.15898 5.22682  0.39
C: 2.43514 -0.65962 3.45261  0.96
C: 3.63867 -0.40290 2.58564  -0.63
C: 3.06826 -1.27656 -1.91480  -0.43
C: 2.45208 -0.78818 -3.10340  1.13
C: 1.20190 -1.38708 -3.66840  -1.06
C: 3.01994 0.31872 -3.74438  -0.87
H: 2.46009 0.78278 -4.56479  0.41
C: 4.26478 0.79784 -3.34920  -0.80
H: 4.67457 1.69160 -3.83756  0.38
C: 4.98151 0.14456 -2.35226  -0.90
H: 6.00661 0.46059 -2.12359  0.43
C: 4.43691 -0.96206 -1.69956  0.50
C: 5.23942 -1.75144 -0.70935  -1.20
Be: 1.37093 -0.96082 0.37038  -1.94
H: -1.73244 -1.21967 2.69036  -0.04
H: -1.69191 -2.58006 3.81769  0.49
H: -0.91687 -2.70859 2.21813  0.33
H: 4.09969 -1.33553 2.22579  0.18
H: 4.40719 0.13783 3.15261  0.55
H: 3.39980 0.21098 1.70090  -0.25
H: 0.60904 -0.63135 -4.19766  0.56
H: 0.58815 -1.81047 -2.86919  -0.54
H: 1.41198 -2.18030 -4.40193  0.42
H: 4.84960 -1.68653 0.31384  -0.01
H: 6.28485 -1.41802 -0.68183  0.42
H: 5.24532 -2.81630 -0.98455  0.30
H: 1.50258 -4.95114 0.20741  0.41
C: -0.52429 0.86014 -2.43029  0.98
Si: -1.91572 -0.41874 -2.06910  0.68
H: -0.66060 1.84530 -1.88812  -0.44
H: -0.37792 1.00464 -3.52241  0.41
C: -2.95228 -0.01885 -0.56532  0.68
C: -1.37184 -2.14561 -1.47134  -1.01
C: -3.00605 -0.52650 -3.57625  -1.05
H: -3.33086 0.44931 -3.95540  0.22
H: -3.89151 -1.11154 -3.29592  0.31
H: -2.47811 -1.05913 -4.37544  0.34
H: -2.36202 -0.10160 0.35617  -0.56
H: -3.76004 -0.76726 -0.53752  0.47
H: -3.39983 0.97625 -0.62267  -0.86
H: -0.59023 -2.11369 -0.69500  -0.13
H: -1.05034 -2.81948 -2.26818  0.34
H: -2.25464 -2.59528 -0.99705  0.48
O: 3.98859 2.24970 -0.17363  -0.01
N: 4.68620 1.40146 0.21362  0.26
O: 0.67366 0.02532 -0.48324  -0.48

Summary:
Energy above the lowest of the compared OMol25 structures with the same formula, charge and spin (kJ/mol): 286.6
E (Ha): -2060.907543
Maximum force (eV Å⁻¹): 5.62
Charge: 0
Spin multiplicity: 1
E_HOMO (alpha / beta) (eV): -7.0 / -6.7
E_LUMO (alpha / beta) (eV): -3.58 / -3.44



[2]
This record from OMol25 describes C5H8N2 in the gas phase in a non-equilibrium geometry. The level of theory is wB97M-V/def2-TZVPD.

Last column: Mulliken charge in e.
Atoms and positions in Å:
C: -0.09847 -2.17071 -0.19555  -1.23
C: -0.80638 -0.85125 0.17467  -0.23
C: -0.12057 0.44219 -0.08532  0.19
C: -0.74861 1.61056 -0.46148  -0.36
N: -0.06186 2.70719 -0.05176  -0.61
C: 1.02078 2.22247 0.53804  -0.21
N: 1.12550 0.87420 0.38231  -0.03
H: -0.79951 -2.99595 -0.28610  0.36
H: 0.33686 -2.07666 -1.20605  0.33
H: 0.77759 -2.47407 0.38807  0.31
H: -1.16988 -0.97546 1.20179  0.23
H: -1.68700 -0.92639 -0.46818  0.28
H: -1.66214 1.57489 -1.02688  0.38
H: 1.94493 2.72875 0.79302  0.34
H: 1.94877 0.31024 0.30343  0.25

Summary:
Energy above the lowest of the compared OMol25 structures with the same formula, charge and spin (kJ/mol): 81.6
SMILES string: CCc1cnc[nH]1
E (Ha): -304.804410
Maximum force (eV Å⁻¹): 2.35
Charge: 0
Spin multiplicity: 1
E_HOMO (eV): -8.5
E_LUMO (eV): 0.85



[3]
This record from OMol25 describes a 2-piece molecular cluster, C3H4F3NS overall in a non-equilibrium geometry. The level of theory is wB97M-V/def2-TZVPD.

Last column: Mulliken charge in e.
Atoms and positions in Å:
C: -1.81258 -0.37986 0.01900  0.09
C: 0.61077 1.40458 0.57643  -1.00
C: 1.19383 0.27754 -0.11930  0.91
N: -1.28602 -1.54012 0.02226  -0.23
F: 2.54350 0.54837 -0.42948  -0.29
F: 0.83234 -0.14733 -1.34829  -0.23
F: 1.22287 -0.86656 0.68767  -0.32
S: -2.88350 0.64095 -0.47616  -0.29
H: 0.28480 2.10433 -0.09524  0.39
H: 1.18151 1.77225 1.36060  0.37
H: -0.41822 -1.57428 0.46813  0.39
H: -1.46931 -2.23987 -0.66563  0.21

Summary:
Energy above the lowest of the compared OMol25 structures with the same formula, charge and spin (kJ/mol): 344.5
E (Ha): -869.119798
Maximum force (eV Å⁻¹): 3.70
Charge: 0
Spin multiplicity: 1
E_HOMO (alpha / beta) (eV): -7.2 / -9.8
E_LUMO (alpha / beta) (eV): -1.23 / -0.21



[4]
This record from OMol25 describes C4H9NO2 in the gas phase. The level of theory is wB97M-V/def2-TZVPD.

Last column: Mulliken charge in e.
Atoms and positions in Å:
C: -2.55906 0.20299 0.17100  -0.83
N: -1.50442 -0.80282 0.12488  -0.42
C: -0.20287 -0.33243 0.54999  -0.48
C: 0.55781 0.43848 -0.53711  0.65
O: -0.00078 0.85298 -1.52055  -0.55
O: 1.86829 0.72587 -0.35747  -0.35
C: 2.74126 -0.10413 0.40315  -0.61
H: -2.75421 0.48811 1.21161  0.30
H: -3.48323 -0.23212 -0.22596  0.31
H: -2.32436 1.10613 -0.40619  0.32
H: -1.42474 -1.12793 -0.83379  0.26
H: 0.38080 -1.18015 0.92454  0.28
H: -0.32850 0.35664 1.39782  0.30
H: 3.44980 0.54370 0.92132  0.24
H: 3.29686 -0.74701 -0.28408  0.25
H: 2.23235 -0.73064 1.13793  0.31

Summary:
Energy above the lowest of the compared OMol25 structures with the same formula, charge and spin (kJ/mol): 161.1
SMILES string: CNCC(=O)OC
E (Ha): -363.024165
Maximum force (eV Å⁻¹): 0.53
Charge: 0
Spin multiplicity: 1
E_HOMO (eV): -9.1
E_LUMO (eV): 0.82